{
  "formula": "C30H29Cl2N4OW",
  "method": "ωB97M-V with the def2-TZVPD basis set",
  "e_above_lowest_ev": 10.444,
  "molar_mass_g_mol": 716.34,
  "total_charge": 1,
  "homo_ev": [-9.670, -9.666],
  "orbital_gap_ev": [5.973, 5.970],
  "e_tot_ev": -66444.869,
  "species": ["W", "C", "C", "N", "N", "C", "O", "C", "C", "C", "C", "C", "C", "C", "C", "C", "C", "C", "N", "H", "H", "H", "H", "H", "H", "H", "H", "H", "H", "H", "H", "C", "C", "C", "C", "C", "C", "C", "C", "C", "C", "H", "H", "H", "H", "H", "H", "H", "H", "H", "H", "H", "H", "H", "H", "Cl", "C", "C", "C", "C", "C", "Cl", "C", "N", "H", "H", "H"],
  "coordinates": [[0.82692, 0.56015, 1.21618], [-3.46698, 0.44468, 2.63184], [-1.98878, 0.32117, 2.47196], [-1.30395, 0.83678, 1.46554], [-1.69050, 1.42422, 0.38266], [-0.50514, 1.33808, -0.40226], [1.13665, 2.15310, 1.68376], [-0.37573, 1.98341, -1.53356], [-0.61556, 4.19809, 0.12960], [-0.57932, 4.84136, -0.98098], [-0.25760, 4.89491, -2.39102], [-0.22692, 3.81867, -3.17903], [-0.50896, 2.45250, -2.75484], [-1.12064, -0.43577, 3.30394], [-1.54591, -1.12917, 4.45429], [-0.66292, -1.90095, 5.15775], [0.67775, -2.00504, 4.74306], [1.06547, -1.31241, 3.63685], [0.20142, -0.54461, 2.91809], [-3.87835, 0.93927, 1.75307], [-3.73601, 1.03877, 3.50749], [-3.94143, -0.53440, 2.73061], [2.72652, 2.82593, -2.22153], [-0.93789, 5.76508, -0.44570], [-0.05884, 5.87000, -2.81439], [-0.02768, 3.97455, -4.23348], [-0.80466, 1.76225, -3.54450], [-2.57651, -1.03556, 4.76436], [-0.99636, -2.43142, 6.03986], [1.39340, -2.60743, 5.28113], [2.08384, -1.34290, 3.27066], [-3.89748, -0.76805, -2.65757], [-3.37108, -0.96393, -1.23901], [-4.29850, -1.90728, -0.46824], [-1.92605, -1.42798, -1.19380], [-1.35231, -1.85434, 0.00554], [-0.02756, -2.27553, 0.07916], [0.77612, -2.31812, -1.06770], [2.15483, -2.90734, -1.03437], [0.21577, -1.86315, -2.25196], [-1.10318, -1.42970, -2.31326], [-4.94492, -0.46904, -2.62390], [-3.83166, -1.69195, -3.23748], [-3.35653, 0.01331, -3.19386], [-3.39101, 0.01441, -0.74443], [-4.26799, -2.91305, -0.89299], [-5.32667, -1.54845, -0.52512], [-4.04029, -1.98157, 0.58807], [-1.95633, -1.90306, 0.90228], [0.33170, -2.70586, 1.00979], [2.84871, -2.24484, -0.52276], [2.52800, -3.08791, -2.04166], [2.15978, -3.85634, -0.49660], [0.80630, -1.89043, -3.16083], [-1.49604, -1.11570, -3.27096], [2.56602, 2.62274, -0.95007], [3.92109, 1.42946, -0.75922], [5.09014, 1.69238, -1.44342], [6.13528, 0.80171, -1.28915], [5.99370, -0.28514, -0.43339], [4.80497, -0.51051, 0.23019], [4.70206, -1.80059, 1.36950], [3.66823, 0.31280, 0.05063], [2.49407, 0.08395, 0.66763], [5.19748, 2.57623, -2.05780], [7.06713, 0.97039, -1.80850], [6.82084, -0.96081, -0.26612]],
  "atomic_forces_ev_per_a": [[-0.2, 1.3, 0.2], [0.0, 0.0, 0.0], [0.0, 0.3, 0.2], [0.0, -0.8, -0.6], [-0.1, -0.4, 0.1], [0.5, 0.5, 0.5], [0.0, -0.5, 0.5], [-0.6, -0.4, 0.1], [0.0, -0.3, 0.1], [0.1, 0.6, -0.1], [0.0, 0.1, 0.1], [0.1, -0.1, -0.2], [0.4, -0.2, -0.2], [0.0, 0.0, -0.1], [0.0, 0.0, 0.0], [0.0, 0.0, 0.0], [0.0, 0.0, 0.0], [0.0, 0.0, 0.0], [0.2, 0.1, -0.1], [0.0, 0.0, 0.0], [0.0, 0.0, 0.0], [0.0, 0.0, 0.0], [-0.2, 0.0, 0.0], [0.1, 0.0, 0.0], [-0.1, 0.0, 0.0], [0.0, 0.0, 0.0], [0.0, 0.0, 0.1], [0.0, 0.0, 0.0], [0.0, 0.0, 0.0], [0.0, 0.0, 0.0], [0.0, 0.0, 0.0], [0.0, 0.0, 0.0], [0.0, 0.0, 0.0], [0.0, 0.0, 0.0], [0.0, 0.0, 0.0], [0.0, 0.0, 0.0], [-0.1, 0.0, -0.1], [-0.1, 0.0, 0.0], [0.0, 0.0, 0.0], [0.0, 0.0, 0.0], [0.0, 0.0, 0.0], [0.0, 0.0, 0.0], [0.0, 0.0, 0.0], [0.0, 0.0, 0.0], [0.0, 0.0, 0.0], [0.0, 0.0, 0.0], [0.0, 0.0, 0.0], [0.0, 0.0, 0.0], [0.0, 0.0, 0.0], [0.1, 0.0, 0.0], [0.0, 0.0, 0.0], [0.0, 0.0, 0.0], [0.0, 0.0, 0.0], [0.0, 0.0, 0.0], [0.0, 0.0, 0.0], [0.3, -0.1, 0.1], [0.0, -0.2, -0.2], [0.0, 0.1, 0.0], [0.0, 0.0, 0.0], [0.0, 0.0, 0.0], [0.1, 0.0, 0.0], [0.0, 0.0, 0.0], [0.2, 0.0, 0.4], [-0.8, -0.1, -0.9], [0.0, 0.0, 0.0], [0.0, 0.0, 0.0], [0.0, 0.0, 0.0]]
}



{
  "formula": "C11H19NOS",
  "method": "ωB97M-V with the def2-TZVPD basis set",
  "e_above_lowest_ev": 0.114,
  "molar_mass_g_mol": 213.35,
  "total_charge": 0,
  "homo_ev": -8.551,
  "smiles": "CC(C)OCCCNCc1cccs1",
  "orbital_gap_ev": 9.519,
  "e_tot_ev": -26087.477,
  "species": ["C", "C", "C", "O", "C", "C", "C", "N", "C", "C", "C", "C", "C", "S", "H", "H", "H", "H", "H", "H", "H", "H", "H", "H", "H", "H", "H", "H", "H", "H", "H", "H", "H"],
  "coordinates": [[2.31683, -3.81340, -1.34452], [1.51881, -2.79165, -0.53019], [0.04315, -3.17992, -0.48384], [1.58303, -1.49005, -1.09027], [2.80174, -0.80849, -0.89407], [2.71735, 0.58236, -1.52280], [2.09173, 1.68594, -0.65016], [0.66125, 1.64484, -0.44306], [0.19128, 0.76904, 0.62318], [-1.28571, 0.91677, 0.76833], [-2.26022, 0.25635, 0.08610], [-3.56508, 0.67296, 0.43414], [-3.56320, 1.64958, 1.37490], [-1.96835, 2.08224, 1.85122], [3.37990, -3.58595, -1.33097], [1.97144, -3.80926, -2.37551], [2.17448, -4.80596, -0.92643], [1.92158, -2.75879, 0.49789], [-0.51545, -2.47519, 0.12705], [-0.36579, -3.16765, -1.49065], [-0.06907, -4.17558, -0.06427], [3.02713, -0.73608, 0.18255], [3.62232, -1.36338, -1.37177], [3.73080, 0.89932, -1.77585], [2.14855, 0.49293, -2.45063], [2.30604, 2.64345, -1.14037], [2.57565, 1.69958, 0.33040], [0.19188, 1.40219, -1.31001], [0.68919, 1.08131, 1.54677], [0.41979, -0.28919, 0.43446], [-2.05314, -0.50904, -0.64135], [-4.45950, 0.25977, 0.00272], [-4.39991, 2.14678, 1.82404]],
  "atomic_forces_ev_per_a": [[0.0, 0.4, 0.2], [-0.1, -0.4, 0.1], [0.4, 0.3, 0.1], [-0.2, 0.0, -0.1], [0.3, 0.1, -0.2], [-0.1, -0.1, 0.5], [0.2, 0.0, -0.4], [-0.2, 0.0, -0.1], [0.1, 0.0, -0.1], [-0.1, 0.2, 0.3], [0.3, 0.0, 0.1], [-0.2, 0.1, 0.0], [0.2, 0.2, 0.2], [-0.1, -0.4, -0.4], [0.1, 0.0, 0.0], [-0.1, 0.0, -0.1], [0.0, -0.1, 0.0], [-0.1, 0.0, -0.1], [-0.1, 0.0, 0.1], [-0.1, 0.0, -0.1], [0.0, -0.1, 0.0], [0.0, 0.0, -0.1], [-0.1, 0.0, 0.1], [0.0, 0.0, -0.1], [0.1, 0.0, -0.1], [0.1, -0.1, 0.1], [0.0, 0.1, 0.0], [0.0, 0.1, 0.1], [0.0, -0.1, 0.0], [0.0, 0.1, 0.1], [0.1, -0.2, -0.1], [-0.2, 0.0, 0.0], [-0.2, 0.1, 0.1]]
}